DFT (wB97M-V/def2-TZVPD) results for the molecule C2H3ClN2O.

Output
Frontier orbital gap (eV): 9.41
2S+1: 1
Total charge: 0
SMILES: ClN1C=NCO1
DFT total energy (eV): -19668.9638
E_LUMO (eV): 0.00

Structure (XYZ):
```
9
Properties=species:S:1:pos:R:3:mulliken_charge:R:1
N 1.088 0.041 0.570 0.015
H 0.443 -2.162 0.586 0.331
H -1.718 0.964 0.447 0.197
C -0.881 0.653 -0.249 -0.112
C 0.274 -1.076 0.301 -0.003
O 0.361 1.164 0.178 -0.214
H -1.284 1.267 -1.183 0.228
Cl 2.566 -0.047 -0.444 -0.084
N -0.848 -0.803 -0.206 -0.358
```